Below is a cluster of 8 separate species, C33H76BBrClN11O10PS in total, with properties calculated with ωB97M-V/def2-TZVPD.

XYZ file:
```
135
Properties=species:S:1:pos:R:3:forces:R:3:lowdin_charge:R:1
C 0.302456 4.139183 -0.100301 -0.1 -1.6 -0.9 -0.121
C 1.120258 3.595868 -1.451129 0.0 -0.4 0.1 -0.227
C 1.426570 1.965977 -1.285281 0.1 0.6 -0.4 -0.174
C -0.010056 1.110038 -1.238764 2.1 1.5 -1.0 -0.127
N -0.017726 0.399071 0.094254 1.0 -3.4 -2.0 -0.002
C 1.014046 -0.682545 0.329602 -3.7 1.7 2.4 -0.202
N 2.037157 -1.126463 -0.489021 0.2 0.4 0.3 0.163
N 0.619722 -1.166018 1.733275 0.7 1.1 -3.6 -0.513
Cl 1.804105 -0.999424 2.977797 -0.2 -0.1 -0.5 0.766
C -0.809024 -0.690599 2.073799 1.9 -0.7 -0.9 -0.582
S -1.520007 -2.288891 2.809983 -0.1 -0.3 0.1 0.728
B -0.750712 0.475445 3.232000 -1.1 2.6 2.7 -0.549
O -1.565162 0.250615 4.475880 0.4 1.0 -3.4 -0.018
O 0.020039 1.733334 3.181905 -1.0 -3.3 1.7 -0.052
C 0.326526 2.207821 4.571953 0.6 1.4 1.8 -0.216
C 1.576067 3.303320 4.601915 -0.3 -1.1 -0.3 -0.084
C -1.317472 -0.260105 0.539198 -1.2 -0.1 1.3 -0.439
C -2.718479 0.615624 0.474924 1.3 2.1 -1.0 -0.562
Br -4.158855 -0.027079 1.704234 1.4 0.2 0.0 0.755
C -3.377112 0.733835 -1.021537 -0.8 0.1 -1.0 -0.271
C -5.038995 0.864456 -1.012964 0.4 0.5 -1.6 -0.187
P -1.426986 -2.030601 -0.267015 -0.5 -2.1 -0.9 0.952
N -3.129774 -2.620344 -0.256382 1.5 0.4 -1.3 -0.159
O -0.990783 -1.983328 -1.951771 0.1 -1.1 1.2 -0.361
H 0.476019 5.278033 0.114708 -0.4 -2.4 -0.4 0.085
H 0.643657 3.426160 0.780569 -0.7 1.8 -1.5 0.071
H -0.842273 3.880098 -0.307251 2.3 1.0 0.7 0.069
H 0.429138 3.681007 -2.413215 1.6 0.2 2.0 0.115
H 2.132485 4.210308 -1.590313 -2.3 -1.6 0.1 0.121
H 2.067934 1.539232 -2.190077 -1.3 1.2 1.8 0.109
H 2.055036 1.839757 -0.303997 -1.2 0.1 -1.7 0.094
H -0.852335 1.917990 -1.336232 1.4 -2.0 0.6 0.111
H 0.015284 0.413851 -2.178769 -0.5 0.9 2.0 0.115
H 2.042452 -2.116980 -0.868096 -0.1 1.8 1.3 0.155
H 2.848163 -0.508887 -0.793419 -1.8 -0.8 0.5 0.151
H -0.428178 -3.140153 3.133283 -0.8 1.6 -0.8 -0.065
H -2.546659 0.252615 4.253072 1.8 -0.4 0.3 0.088
H -0.605623 2.759090 5.062429 1.8 -1.5 -1.3 0.143
H 0.679529 1.316977 5.275465 -1.1 1.8 -1.6 0.136
H 1.540270 3.967124 3.627744 0.3 -1.3 2.1 0.091
H 2.562724 2.656000 4.683123 -1.8 1.6 -0.5 0.069
H 1.514754 3.954467 5.580193 -0.1 -1.3 -2.1 0.091
H -2.447117 1.723572 0.825366 -0.7 -2.4 -0.5 0.131
H -3.005245 1.706686 -1.605205 -0.5 -2.1 1.6 0.119
H -3.085601 -0.173977 -1.732890 -0.4 1.8 1.7 0.103
H -5.316311 1.222239 -2.117453 0.6 -0.8 2.4 0.102
H -5.431070 1.712920 -0.301025 0.7 -2.0 -1.3 0.048
H -5.574636 -0.170929 -0.874057 1.1 2.2 0.1 0.063
H -3.159788 -3.682617 -0.202579 0.5 1.6 -0.2 0.022
H -3.552918 -2.333136 -1.172291 0.3 -0.4 1.1 0.033
H -0.596562 -2.909130 -2.129575 -0.9 2.1 0.4 0.085
C -1.967606 -8.184190 0.091967 0.1 -0.1 -0.2 -0.006
C -2.579432 -6.814719 0.177180 -0.3 0.6 0.1 -0.540
O -2.494244 -6.001811 -0.740827 0.0 0.1 0.1 -0.004
N -3.248085 -6.479182 1.318551 0.5 -0.1 -0.8 0.005
C -3.458706 -7.282545 2.498943 -0.2 0.3 0.2 -0.072
H -1.470587 -8.302033 -0.875194 -0.2 0.2 0.2 0.089
H -1.221845 -8.310453 0.880946 -0.2 -0.2 0.0 0.089
H -2.745466 -8.947359 0.175584 0.2 0.0 0.1 0.092
H -3.631160 -5.541115 1.298989 0.0 -0.3 0.1 0.132
H -4.535659 -7.385420 2.650677 0.1 -0.2 0.2 0.089
H -3.024140 -6.753666 3.350348 -0.1 -0.3 0.1 0.085
H -3.006493 -8.272025 2.415523 -0.1 0.2 -0.1 0.081
C 0.397943 -1.040158 -5.207954 -0.1 -0.3 0.1 -0.015
C 0.359577 0.042502 -6.248827 -0.5 0.6 -1.1 -0.547
O -0.546753 0.123845 -7.075122 0.4 -0.2 0.6 0.025
N 1.372290 0.957177 -6.262698 -0.6 -0.6 0.0 0.004
C 2.517163 1.035080 -5.387327 0.0 0.5 -0.1 -0.085
H -0.474309 -1.689619 -5.324966 0.2 0.3 -0.1 0.088
H 1.298841 -1.646464 -5.331917 0.0 0.1 0.2 0.087
H 0.368452 -0.599327 -4.208313 0.1 -0.1 0.0 0.049
H 1.274909 1.653675 -6.992430 0.0 -0.2 0.2 0.141
H 2.495186 2.005886 -4.886839 0.4 -0.2 0.1 0.050
H 3.418098 0.967017 -6.001436 0.2 0.0 0.3 0.089
H 2.524956 0.240131 -4.639984 -0.1 0.0 -0.2 0.070
C 5.579609 5.243080 -4.673273 0.2 0.0 0.2 -0.008
C 4.278975 4.592195 -5.049761 -0.6 -0.4 0.0 -0.534
O 3.717138 3.780918 -4.316971 0.2 0.3 -0.1 -0.004
N 3.717075 4.924319 -6.248249 0.3 -0.3 0.8 0.003
C 4.213044 5.845897 -7.242123 -0.3 -0.1 -0.3 -0.076
H 5.899885 4.877975 -3.693254 -0.2 0.0 -0.2 0.087
H 6.350632 4.989066 -5.405111 0.0 0.2 0.0 0.089
H 5.451988 6.326857 -4.613052 0.2 -0.1 -0.1 0.089
H 2.843028 4.444321 -6.429197 0.2 0.2 0.0 0.139
H 3.459003 6.622431 -7.389954 0.2 0.1 -0.2 0.087
H 4.350556 5.295324 -8.175616 0.1 0.3 -0.1 0.086
H 5.157558 6.306570 -6.948526 -0.2 -0.2 0.0 0.079
C -8.871891 4.321400 1.239266 -0.2 0.0 -0.2 -0.009
C -7.628482 3.478342 1.254344 0.5 -0.6 -0.3 -0.534
O -7.371383 2.675650 0.359694 -0.1 0.4 0.3 0.011
N -6.767363 3.621478 2.303341 -0.4 -0.1 -0.6 0.000
C -6.885808 4.499981 3.442324 0.4 -0.2 0.1 -0.079
H -9.455570 4.094387 0.342550 0.3 0.0 0.2 0.089
H -9.485407 4.098786 2.115982 0.0 0.2 0.0 0.088
H -8.605211 5.381085 1.218447 -0.1 0.0 0.2 0.088
H -5.954295 3.019707 2.240958 -0.2 0.1 0.1 0.125
H -6.013303 5.157254 3.455062 -0.2 0.2 0.2 0.084
H -6.886568 3.885213 4.345380 -0.1 0.3 0.1 0.084
H -7.795089 5.102275 3.411050 0.2 -0.2 -0.1 0.079
C 6.713676 2.164273 1.636265 0.1 0.1 -0.2 -0.001
C 5.254258 1.820152 1.729663 -0.6 0.0 -0.2 -0.539
O 4.452689 2.124266 0.848859 0.1 -0.2 0.1 0.004
N 4.821787 1.147660 2.835617 0.1 0.3 -0.6 0.001
C 5.595690 0.703756 3.970121 -0.4 -0.1 0.1 -0.084
H 6.903416 2.697730 0.700458 -0.2 -0.1 0.2 0.089
H 6.998789 2.813808 2.467772 0.1 -0.2 0.0 0.090
H 7.314414 1.251269 1.641057 0.1 0.1 0.2 0.090
H 3.827304 0.952789 2.824259 0.2 0.1 0.0 0.081
H 5.492580 -0.381117 4.046629 0.3 0.0 0.2 0.078
H 5.179553 1.168999 4.866685 0.2 -0.1 0.2 0.081
H 6.651627 0.963897 3.881519 -0.2 -0.1 -0.1 0.078
C -7.563306 -2.973797 -2.071792 -0.2 0.2 0.1 -0.014
C -7.575957 -4.109310 -3.055404 -0.7 -0.6 -0.9 -0.546
O -8.542820 -4.337020 -3.779377 0.6 0.2 0.5 0.028
N -6.469204 -4.903836 -3.134372 -0.5 0.4 0.0 0.002
C -5.243142 -4.804676 -2.379376 0.0 -0.4 -0.3 -0.091
H -8.512934 -2.433808 -2.125944 0.2 -0.2 -0.1 0.090
H -7.443171 -3.359847 -1.056350 0.1 0.1 0.0 0.085
H -6.756184 -2.277866 -2.314115 0.0 0.0 0.2 0.073
H -6.555022 -5.645729 -3.819450 0.0 0.2 0.2 0.145
H -4.420676 -4.669674 -3.085605 0.2 0.0 0.3 0.088
H -5.102238 -5.742934 -1.837835 0.3 0.2 0.1 0.078
H -5.255668 -3.974172 -1.671822 -0.2 -0.1 -0.1 0.052
C 9.175559 -3.702652 4.214934 0.2 -0.1 -0.2 -0.011
C 8.563734 -2.333181 4.300147 -0.1 0.8 -0.4 -0.547
O 8.648921 -1.520273 3.382139 -0.1 -0.4 0.4 0.013
N 7.895081 -1.997644 5.441518 0.3 -0.1 -0.6 -0.003
C 7.684459 -2.801006 6.621911 -0.2 0.4 0.2 -0.079
H 9.672578 -3.820494 3.247773 -0.2 0.2 0.2 0.088
H 9.921319 -3.828914 5.003913 -0.1 -0.2 0.0 0.089
H 8.397699 -4.465821 4.298552 0.2 0.0 0.1 0.086
H 7.512005 -1.059576 5.421956 0.2 -0.3 0.0 0.123
H 6.607506 -2.903881 6.773645 0.1 -0.2 0.2 0.082
H 8.119025 -2.272128 7.473315 -0.1 -0.3 0.2 0.086
H 8.136672 -3.790486 6.538491 -0.1 0.2 -0.1 0.079
```
Positions in Å, forces in eV/Å.

Output
Charge ... +1
HOMO level ... -0.392 Eh
Frontier orbital gap ... 6.100 eV
DFT total energy ... -175675.3879 eV
Strongest force on any atom ... 0.0921 hartree/bohr